Run w
Molecular formula: C3H10NO2P
Method: DFT, the ωB97M-V functional and the def2-TZVPD basis

Geometry as XYZ:
```
17
C3H10NO2P, DFT the ωB97M-V functional and the def2-TZVPD basis
H -2.93 -2.69 -0.56
H -0.06 3.09 0.72
N -0.33 0.92 0.36
H -1.55 2.28 1.47
H 1.77 1.03 0.67
C -0.81 2.26 0.55
H -1.29 2.66 -0.26
C -2.40 -1.74 -0.16
H 3.58 -2.11 -2.74
H -2.50 -1.55 0.96
H 1.19 -0.42 0.99
P -0.51 0.10 -1.06
O -1.52 -1.12 -0.82
H 0.79 0.88 2.24
H 2.48 -1.81 -1.69
O 3.23 -2.42 -1.85
C 0.87 0.65 1.17
```

***

Run x
Molecular formula: C3H10NO2P
Method: DFT, the ωB97M-V functional and the def2-TZVPD basis

Geometry as XYZ:
```
17
Properties=species:S:1:pos:R:3
O 0.83 -1.37 -1.89
P 0.37 -0.80 -0.65
H -1.32 -1.25 0.95
H -0.54 2.89 0.18
H 1.76 0.65 0.92
C -0.86 -1.91 0.20
H -0.52 1.38 -1.33
O -1.38 1.20 0.61
H 2.41 -1.15 0.48
H -0.24 -2.71 0.70
N -0.79 2.36 1.06
C -0.96 0.65 -0.62
H -1.86 0.28 -1.04
H 2.54 0.10 -0.61
C 1.94 -0.17 0.20
H -1.44 -2.25 -0.72
H 0.07 2.10 1.56
```

Values from the calculation:
structure (SMILES)	CP(C)(=O)CON

***

Verdict on stability: run w comes out at the bottom.

***

Run w
Molecular formula: C13H52N26O13
Method: DFT, the ωB97M-V functional and the def2-TZVPD basis

Geometry as XYZ:
```
104
C13H52N26O13, DFT the ωB97M-V functional and the def2-TZVPD basis
C -2.59 -3.46 0.51
H 4.73 -3.68 0.00
H 1.83 -4.70 2.44
N 4.50 1.57 -3.16
N 1.26 4.05 0.88
H 2.14 5.08 -2.18
N -0.78 -4.16 -3.24
H -6.24 -0.09 -0.51
C 3.17 -4.10 1.14
H -2.00 0.47 -0.92
O -3.99 -0.10 4.30
N 2.48 1.31 -1.88
N -0.99 0.14 4.60
H -4.38 -4.25 0.90
H -4.80 2.10 -2.12
H 4.04 -5.28 -0.22
N -3.11 0.46 2.19
C 3.45 0.94 2.57
O -5.61 0.30 -2.93
H -2.72 4.45 0.28
H -3.61 -0.82 -3.36
C -0.46 -0.59 -0.37
H -1.01 -4.73 -0.20
O 2.93 1.30 1.54
H -4.96 2.21 4.11
H 2.98 0.58 -1.33
N -3.42 -4.47 0.77
N -4.50 1.89 3.30
O -3.58 2.25 0.00
H -3.06 4.95 -1.23
H 4.58 -2.54 -3.03
H -2.00 -0.10 4.60
C -3.87 0.66 3.28
H 0.68 1.90 2.17
H -1.68 -2.08 3.17
N -0.12 3.66 -2.33
N -4.30 2.96 -1.97
O 0.83 -4.12 -4.94
C -5.02 -0.37 -2.05
H -2.94 1.10 1.44
H 3.39 1.68 4.47
H 1.46 6.53 -1.76
O 1.02 -0.26 3.52
N -0.66 -2.02 3.31
N -0.14 2.28 1.71
H 1.40 4.76 0.18
H 3.21 -1.01 2.30
N -3.71 -0.84 -2.36
H 3.09 2.67 3.26
N 3.67 1.90 3.53
C 0.32 -3.53 -3.97
H 0.21 -1.63 -2.94
O -0.90 5.75 -2.35
O -2.98 -2.29 0.64
H 0.68 3.08 -2.38
N 4.47 -2.54 -2.06
H 1.43 -1.79 -4.12
H 4.88 0.70 -2.77
H -1.08 1.32 0.29
H 1.12 -1.43 0.37
C 3.33 2.13 -2.71
C 0.03 5.03 -2.20
N -1.32 -3.83 0.17
H -0.76 1.04 4.95
O 5.90 -0.80 -2.17
H 2.77 -5.99 1.77
C -3.75 3.12 -0.81
N 4.22 -4.47 0.36
C -0.02 3.49 1.09
N 1.30 5.53 -1.81
H -0.20 -2.32 2.46
H -3.06 -1.44 -1.85
H 3.97 -0.67 3.79
O 3.05 -2.91 1.30
H 3.52 -2.79 -1.85
O 2.98 3.25 -3.01
H -3.30 -5.41 0.40
N -5.46 -0.63 -0.83
C 5.19 -1.48 -1.46
N 0.74 -2.29 -3.57
H 5.10 2.30 -3.49
N 2.48 -5.03 1.75
H -0.94 3.08 -2.49
N -1.20 0.53 -0.32
H -4.50 2.37 2.45
N 4.96 -1.04 -0.13
H 2.07 3.45 0.99
H 5.72 -0.45 0.22
H -1.21 -4.93 -3.78
H -4.74 3.64 -2.56
H -1.04 2.21 2.13
H -4.81 -1.03 -0.14
H -0.91 -2.96 -0.20
C -0.12 -0.63 3.82
N 0.29 -0.89 0.68
N 3.59 -0.33 2.93
H -2.71 -0.46 2.08
O -0.64 -1.44 -1.24
O -0.98 4.16 0.85
H -1.50 -3.61 -2.80
H 0.41 -0.15 1.40
H 1.82 1.81 -1.28
H 4.37 -1.59 0.47
N -3.39 4.38 -0.47
```

***

Run x
Molecular formula: C13H52N26O13
Method: DFT, the ωB97M-V functional and the def2-TZVPD basis

Geometry as XYZ:
```
104
C13H52N26O13, DFT the ωB97M-V functional and the def2-TZVPD basis
O 2.25 0.92 -2.16
C -3.37 -1.59 0.80
N 5.06 -2.15 -0.02
N -2.32 -3.72 -3.17
H -4.48 -4.87 -2.24
H -0.59 -2.61 -5.84
H 4.63 1.34 3.67
C 0.33 -1.55 -4.43
H 2.03 -4.88 -1.76
N -4.48 -3.89 -2.57
H -1.95 -0.26 0.80
H 0.03 1.99 -2.25
H -1.40 4.04 2.37
N 1.21 3.09 5.50
H -1.24 3.69 0.71
H -2.77 -0.78 -2.90
H 0.29 2.70 5.60
C -3.30 2.37 -0.52
O 0.39 -1.43 2.33
N -3.71 3.28 -1.47
N 4.69 2.95 1.77
H -3.89 -0.34 5.30
H 0.98 1.01 0.38
N 3.72 -2.37 -1.94
H -2.74 -0.49 -5.10
H -1.98 0.39 -1.85
C 0.44 4.32 1.65
N -2.43 0.47 -5.00
H -5.35 -3.63 -2.96
H 0.54 -4.07 1.15
H 2.55 -0.56 0.26
H 1.98 -4.58 0.42
H 0.70 4.46 3.75
N 0.98 4.73 2.82
C 1.94 2.02 -1.63
H -0.85 -1.01 -6.12
H 4.43 3.33 2.66
H -1.15 -1.01 3.15
C -1.95 0.14 4.78
H -1.49 -1.77 0.12
O -2.12 2.03 -0.42
H -1.61 -3.34 -3.83
N 0.63 2.42 -1.58
H -3.21 0.91 6.16
N 0.53 0.60 1.18
O 3.21 3.07 4.37
N 2.85 2.78 -0.88
H -2.71 1.16 -5.67
H -2.79 -1.46 3.73
H -2.92 -3.44 -0.03
C 1.00 -0.66 1.59
C -2.06 0.89 -3.78
N -3.03 0.08 5.63
N -2.10 -1.24 0.69
H 1.86 5.24 2.77
H -3.11 3.34 -2.30
N 1.08 -4.47 -1.88
O 5.14 1.12 0.47
H -2.01 -4.07 -2.28
H -5.11 2.13 0.29
O -0.76 -3.57 -0.85
N -0.25 -1.68 -5.64
N -3.60 -2.91 0.54
N 2.20 -1.04 1.07
O -1.73 2.06 -3.65
H 2.80 -2.59 -2.21
N 0.94 -0.35 -4.14
H 3.86 2.62 -0.84
H -3.99 0.99 0.70
N 0.97 -4.45 0.35
O 1.03 4.39 0.54
C 0.37 -4.10 -0.75
N -1.98 -0.84 3.79
O -3.85 -2.53 -4.23
N 1.75 1.42 4.04
O 3.64 -3.87 -0.14
H 2.47 3.59 -0.38
H 0.93 -4.00 -2.77
N -4.15 1.96 0.46
C 4.08 -2.86 -0.70
H 0.44 3.32 -1.22
C 2.12 2.53 4.64
N -2.09 -0.01 -2.77
O -4.28 -0.87 1.24
H -0.36 0.99 1.54
N 4.52 0.87 2.76
H 5.29 -1.20 -0.26
H 5.12 -2.46 0.93
C 4.81 1.61 1.59
H 2.27 1.24 3.18
H -4.66 3.55 -1.56
H -4.60 -2.94 0.16
H 4.81 -0.07 2.79
O -1.03 0.97 4.94
H 3.88 -1.38 -2.12
H 4.88 3.59 1.05
O 0.37 -2.54 -3.69
H 0.75 1.16 3.95
H 0.83 0.48 -4.68
N -0.85 3.88 1.65
H 2.39 -2.01 0.99
H 1.45 3.88 6.07
H 1.51 -0.19 -3.33
C -3.53 -3.37 -3.40
```

***

Verdict on stability: run w comes out at the bottom.

***

Run w
Molecular formula: BF4H20O10
Method: DFT, the ωB97M-V functional and the def2-TZVPD basis

Geometry as XYZ:
```
35
Properties=species:S:1:pos:R:3
H -1.63 -0.04 3.23
O 0.49 2.68 0.48
B -0.70 -0.02 -0.92
H 2.29 -1.26 -0.50
H 2.40 2.02 -2.28
H -2.41 3.08 1.30
H 1.29 3.14 0.28
H -1.51 -2.40 -0.75
O 3.07 1.58 -1.71
O -1.75 3.21 1.96
H 0.91 -2.64 2.08
O -4.14 -0.13 -0.04
H 2.78 0.96 -0.13
O 0.53 -1.83 2.36
H 0.01 -1.94 -2.63
H 3.67 2.29 -1.55
H -0.89 3.10 1.52
H 1.99 0.85 1.18
O -1.68 -3.10 -0.10
F -1.47 -1.00 -1.60
O 2.71 -2.01 -0.88
O 0.78 -2.50 -2.78
H 0.37 -1.44 1.51
F -1.56 0.69 -0.09
F 0.17 -0.71 -0.01
O 2.68 0.46 0.69
H -2.07 -2.72 0.71
H -3.24 -0.11 -0.43
H 0.34 1.94 -0.15
O -2.26 -0.07 2.54
H -1.90 0.29 1.78
H 3.41 -1.75 -1.46
F 0.11 0.72 -1.69
H -4.30 0.77 0.32
H 1.49 -2.11 -2.23
```

Values from the calculation:
total charge	-1

***

Run x
Molecular formula: BF4H20O10
Method: DFT, the ωB97M-V functional and the def2-TZVPD basis

Geometry as XYZ:
```
35
Properties=species:S:1:pos:R:3
O -11.30 -15.88 -0.06
H -10.96 -22.20 -1.56
F -7.69 -20.48 -5.57
O -5.12 -13.88 -5.03
F -7.77 -18.33 -6.32
H -6.69 -26.74 -1.26
H -8.99 -16.82 -10.41
H -14.24 -19.21 -1.00
H -13.87 -22.50 -12.24
F -9.37 -19.84 -6.90
B -8.50 -19.45 -5.87
O -3.19 -18.96 -3.96
O -6.44 -25.81 -1.29
H -13.23 -18.46 -6.24
H -14.10 -19.61 -2.46
H -4.28 -14.10 -4.64
H -5.58 -22.45 -8.42
H -9.74 -22.36 -2.45
H -7.12 -25.40 -1.83
H -3.92 -19.56 -4.13
F -9.23 -19.16 -4.74
H -6.52 -21.41 -9.01
H -14.36 -18.66 -7.23
H -11.21 -16.05 0.88
O -5.96 -22.15 -9.25
H -13.57 -22.37 -10.76
O -14.55 -19.85 -1.64
O -10.47 -22.85 -2.06
H -5.50 -14.72 -5.29
H -2.48 -19.53 -3.68
H -10.92 -16.65 -0.48
H -10.25 -16.86 -11.24
O -13.83 -23.00 -11.43
O -14.15 -18.70 -6.29
O -9.56 -16.27 -10.94
```

Values from the calculation:
total charge	-1

***

Verdict on stability: run x comes out at the bottom.

***

Run w
Molecular formula: H14O7
Method: DFT, the ωB97M-V functional and the def2-TZVPD basis

Geometry as XYZ:
```
21
H14O7, DFT the ωB97M-V functional and the def2-TZVPD basis
H -0.04 -0.97 2.69
H -1.02 0.19 0.14
H 0.78 2.99 0.96
H -0.07 1.62 2.69
O -2.02 -0.30 0.18
O -1.80 -2.57 -1.98
O -0.42 -0.15 2.06
H -1.96 -1.03 -0.51
O 1.75 2.99 0.34
H -0.81 -2.21 -2.32
O 0.31 -1.97 -2.37
O 0.80 0.31 -0.61
H 0.61 -0.11 0.34
H 0.64 -1.49 -1.39
H -2.08 -2.71 -3.11
H 1.42 1.12 -0.40
O 0.68 2.42 2.68
H 1.37 3.47 -0.80
H 0.90 -2.98 -2.59
H 2.17 1.81 2.49
H -1.22 -0.42 1.51
```

***

Run x
Molecular formula: H14O7
Method: DFT, the ωB97M-V functional and the def2-TZVPD basis

Geometry as XYZ:
```
21
Properties=species:S:1:pos:R:3
H 1.99 1.95 -1.90
O -0.05 -0.37 -0.31
H 2.47 1.00 -0.81
O -0.85 2.63 0.28
H 3.51 -1.71 -2.55
H -1.85 1.59 2.68
H -0.03 2.48 -0.19
H -0.03 -3.09 -0.06
H -0.79 2.07 1.05
O 2.00 1.02 -1.65
H -2.65 0.35 0.63
H 0.95 -2.06 0.45
O -3.33 -0.07 0.11
O 3.23 -1.80 -1.64
H -2.26 0.13 2.82
H 0.36 0.37 -0.76
O 0.73 -2.99 0.51
H -0.77 0.04 0.18
O -1.71 0.72 2.30
H -3.35 -0.98 0.42
H 2.44 -1.27 -1.57
```

Values from the calculation:
structure (SMILES)	O.O.O.O.O.O.O

***

Verdict on stability: run w comes out at the bottom.

***

Run w
Molecular formula: H14O7
Method: DFT, the ωB97M-V functional and the def2-TZVPD basis

Geometry as XYZ:
```
21
Properties=species:S:1:pos:R:3
H 1.37 -2.37 1.50
H -4.79 0.34 -0.10
O -3.94 -1.41 -0.22
H 1.24 4.79 -0.07
O 3.92 -1.56 -0.92
O 0.72 -1.98 2.15
H -0.01 -1.70 1.51
H 1.37 -1.22 -0.22
H 0.78 1.29 -1.21
O 1.69 4.68 0.78
O 1.02 -0.66 0.39
H -3.25 -0.76 -0.39
H 1.76 -0.05 0.53
O 0.36 0.48 -1.54
O -4.22 1.04 -0.10
H -3.42 -2.13 0.11
H 3.80 -2.51 -0.57
H 0.03 -0.09 -0.74
H 1.87 3.80 0.95
H 4.60 -1.71 -1.58
H -4.91 1.73 -0.25
```

Values from the calculation:
structure (SMILES)	O.O.O.O.O.O.O

***

Run x
Molecular formula: H14O7
Method: DFT, the ωB97M-V functional and the def2-TZVPD basis

Geometry as XYZ:
```
21
Properties=species:S:1:pos:R:3
H 2.01 1.66 4.48
H 0.58 3.30 0.83
H 0.18 -0.93 -3.37
H 0.19 0.35 3.72
O 0.83 0.12 4.41
H -2.98 0.15 -4.32
H -0.88 -1.94 -3.34
H 0.27 2.49 -0.36
H 0.09 -3.43 -1.84
O 1.87 1.59 3.57
O -2.05 -0.02 -4.10
O 0.53 3.35 -0.13
O 0.37 0.27 0.50
H -0.89 -4.57 -1.58
H -0.22 0.46 -0.17
H 1.09 2.17 3.43
H 0.82 1.01 0.90
H 0.47 0.59 5.15
H -2.04 -0.87 -3.73
O -0.07 -1.65 -2.88
O -0.18 -4.13 -1.18
```

Values from the calculation:
structure (SMILES)	O.O.O.O.O.O.O

***

Verdict on stability: run x comes out at the bottom.